Computed, not measured: C21H21Br9F6O18 as an isolated structure in a non-equilibrium geometry, with ωB97M-V with the def2-TZVPD basis set.

Structure (XYZ):
```
75
Properties=species:S:1:pos:R:3
Br 2.8727 5.4641 -2.0123
Br -2.8509 3.5859 -4.2276
Br 2.3414 3.2022 0.3028
Br -0.2018 3.0996 -2.4870
Br 3.6506 3.8384 5.6001
Br 2.1330 1.5530 3.8957
Br -2.7879 1.9730 -1.3100
Br 3.9027 6.0702 0.8473
Br 5.1490 2.7145 2.8596
F 3.2862 2.1507 -2.5652
F -5.7509 4.9692 4.2624
F 1.0986 -1.5091 1.4382
F -4.9443 -1.6008 -4.2069
F 0.5222 -4.0354 3.4778
F 2.2045 -3.4735 -2.8446
O 1.7734 -2.9957 6.2498
O 1.0061 -0.8765 6.5773
O 0.1793 -2.4671 -4.8399
O -3.5970 -3.7327 -1.9474
O -5.3564 -4.0517 -0.5252
O 5.3619 0.0353 -2.6990
O -2.4493 2.8470 2.1869
O -4.0373 2.0897 3.7104
O -1.1813 -0.7840 0.0025
O -0.9806 -4.2074 -5.3709
O -5.2849 -2.3923 -2.0719
O 0.9111 -0.4772 -0.4750
O 4.9250 -1.2253 -4.5109
O 1.2488 -4.3135 -4.6854
O -0.5801 -1.3370 -2.0555
O 0.9274 -1.9358 4.5299
O -4.1336 4.1498 2.9042
O 3.3164 0.0206 -3.2885
C -4.7712 -3.5028 -1.4238
C -3.5412 -3.2319 -3.2177
C -2.0976 3.4572 -2.4078
C -5.0934 2.7324 4.4183
C -0.6367 -0.0688 1.0173
C 3.2740 0.9081 -2.1971
C -3.4690 2.9760 2.8614
C -5.4507 3.8912 3.5622
C 1.4814 -1.9774 -4.4826
C 2.1287 -3.3471 -4.1425
C -0.2654 -0.9428 -0.9387
C 4.4861 -0.4418 -3.6181
C 3.3993 3.1538 3.7246
C -4.3311 -1.9248 -3.0428
C 1.4425 -3.1325 3.9364
C 1.1499 -1.8990 5.8880
C 0.8911 -0.3281 0.8811
C 2.5153 5.1174 -0.1737
C 2.1268 -3.7660 5.1040
C 0.0720 -3.7268 -5.0178
C 4.5578 0.4722 -1.5656
H 1.9655 -1.4534 -5.3067
H -2.1508 4.4596 -1.9830
H 1.4197 0.5428 1.2687
H 1.5084 5.4957 0.0027
H 3.0402 -3.5374 -4.7091
H 1.7879 -4.7898 5.2628
H -3.7669 -1.1122 -2.5851
H -4.8393 2.9201 5.4615
H -0.9480 -0.3287 2.0291
H -2.4684 -3.1050 -3.3627
H 2.7400 3.8378 3.1902
H -4.1143 -3.7771 -3.9676
H 2.0720 -2.7430 3.1363
H 2.3490 0.6928 -1.6622
H 4.2377 -0.4093 -1.0101
H -0.8707 0.9300 0.6488
H 1.3788 -1.3682 -3.5845
H 3.2092 -3.8162 4.9860
H -5.7668 1.8756 4.3985
H 4.9621 1.3350 -1.0362
H -6.2881 3.5849 2.9353
```

Values from the calculation:
- highest occupied orbital energy (spin up / spin down) (eV) = -12.58 / -12.58
- net charge = +1
- ⟨S²⟩ = 0.76
- LUMO energy (spin up / spin down) (eV) = -5.042 / -10.080
- multiplicity = 2

Computed, not measured: C21H21BrI2N7O4W as an isolated structure in a non-equilibrium geometry, with ωB97M-V with the def2-TZVPD basis set.

Structure (XYZ):
```
57
Properties=species:S:1:pos:R:3
W -0.2367 -0.2126 0.1631
I -0.1513 1.2967 2.5769
I -1.7519 1.9452 -1.0260
Br -3.6596 0.4594 3.3504
O -3.3409 -3.8236 1.8875
O 1.0692 -1.5504 0.6252
O 1.0518 -0.9763 -3.4372
O -0.3377 -1.1723 -1.7707
N 2.8850 1.5738 -0.7906
N -2.0786 -0.8342 0.2654
N 0.9149 -5.1046 0.2679
N 2.9593 0.8749 -2.9921
N 2.2758 1.4637 0.4688
N 1.2462 0.1952 -1.4983
N 0.6920 -0.6805 -2.3435
C -2.6809 0.1375 5.9782
C -2.3087 0.4148 4.6720
C -4.7457 1.5305 -0.6433
C -4.4910 -1.0087 0.5264
C -5.7405 -0.4459 0.3369
C 2.3833 0.8729 -1.8141
C -2.7834 -4.5582 0.8087
C -1.3256 -4.2208 0.6553
C 1.4526 -3.9007 0.3687
C -0.7921 -2.9500 0.7686
C -3.3581 -0.2908 0.1373
C -0.9483 0.6959 4.4458
C -1.7416 0.1465 6.9944
C 2.9217 -3.7486 0.2068
C 0.0113 0.7146 5.4554
C -3.5075 0.9660 -0.4458
C -0.3910 -5.2573 0.3967
C -1.5933 -1.7384 1.1620
C 0.5937 -2.7933 0.6085
C -5.8689 0.8113 -0.2412
C -0.4157 0.4365 6.7439
H 2.1520 2.3976 0.8515
H 0.3040 0.4505 7.5507
H -2.8843 -5.6321 0.9683
H -4.3704 -1.9911 0.9645
H -3.7191 -0.0728 6.1954
H -6.8500 1.2409 -0.3913
H -2.0611 -0.0699 8.0048
H 2.5880 0.3265 -3.7563
H -3.3128 -4.3202 -0.1225
H 1.0477 0.9382 5.2596
H -2.1077 -1.7916 2.1143
H -3.9110 -4.4007 2.4077
H 2.8803 0.9334 1.0946
H 3.7512 2.0881 -0.8939
H -6.6249 -0.9927 0.6327
H 3.3275 -3.0112 0.8988
H 3.3977 -4.7120 0.3697
H -4.8593 2.5059 -1.0966
H 3.8120 1.3938 -3.1557
H 3.1580 -3.4287 -0.8121
H -0.7451 -6.2826 0.3475
```

Values from the calculation:
- highest occupied orbital energy (spin up / spin down) (eV) = -16.49 / -16.48
- net charge = +3
- ⟨S²⟩ = 2.02
- LUMO energy (spin up / spin down) (eV) = -10.127 / -11.771
- energy relative to the best compared isomer or geometry (same formula, charge and spin) (kcal per mole) = 0.0
- multiplicity = 3

Computed, not measured: C21H21BrN4O4PdS2 as an isolated structure in a non-equilibrium geometry, with ωB97M-V with the def2-TZVPD basis set.

Structure (XYZ):
```
54
Properties=species:S:1:pos:R:3
Pd 0.2016 0.3232 -0.0871
Br -0.0013 -2.5205 -5.9845
S 2.3056 -0.4027 0.6004
S -1.5978 1.3689 1.9545
O -2.5154 -3.8063 -3.9352
O -2.5468 0.6847 2.7454
O -3.0452 -3.5369 -1.6595
O -0.1947 1.0101 2.1676
N 0.0856 -0.2457 -2.0334
N 1.3508 -1.4105 2.8327
N 2.2395 -3.0133 1.5017
N -1.7016 1.1715 0.2455
C -2.8126 -3.6501 -2.8223
C 0.0863 -1.5670 -2.0177
C -2.8400 5.2290 2.2374
C 2.6651 -3.5912 0.3162
C 0.3464 -2.2829 -3.1717
C 0.2235 -0.1991 -4.3064
C -1.7106 3.1456 2.3475
C 0.2375 -1.5764 -4.3461
C -2.8282 1.0178 -0.4056
C -1.6116 7.3051 2.9586
C 3.5338 -2.9305 -0.5970
C -0.6047 5.0305 3.2249
C 2.0945 -4.8237 -0.0228
C -1.6836 5.8360 2.8536
C 1.9637 -1.6929 1.6981
C 3.8089 -3.5648 -1.8317
C 2.3808 -5.4434 -1.2459
C -0.5198 3.7051 2.8665
C -2.8800 3.8675 1.9661
C 3.1356 -4.7410 -2.2193
C 0.2803 0.4872 -3.1076
H -3.7438 3.3776 1.4950
H 2.0884 -6.4798 -1.4203
H -0.1396 -2.0620 -1.0856
H 1.7109 -3.6121 2.1225
H -2.7746 1.1382 -1.5044
H -0.5408 7.5180 3.1910
H -1.8573 7.8106 2.0221
H 1.0912 -2.2063 3.4707
H 0.8587 -0.5432 3.0188
H -3.7688 0.7489 0.0217
H 3.4576 -5.2376 -3.1132
H 0.3678 3.1074 3.0578
H 0.3959 1.5404 -2.9566
H 0.2552 0.3847 -5.2719
H 0.6213 -3.3309 -3.1337
H 1.5219 -5.2525 0.7819
H -3.7122 5.8244 1.9520
H -2.3605 7.6143 3.7282
H 0.1453 5.5827 3.8205
H 4.4444 -3.0914 -2.5871
H 4.0934 -2.0145 -0.3324
```

Values from the calculation:
- highest occupied orbital energy (spin up / spin down) (eV) = -11.39 / -13.95
- net charge = +2
- ⟨S²⟩ = 6.03
- LUMO energy (spin up / spin down) (eV) = -6.181 / -9.931
- energy relative to the best compared isomer or geometry (same formula, charge and spin) (kcal per mole) = 0.0
- multiplicity = 5

Computed, not measured: C21H21Cl2N9O4PSTl as an isolated structure in a non-equilibrium geometry, with ωB97M-V with the def2-TZVPD basis set.

Structure (XYZ):
```
60
Properties=species:S:1:pos:R:3
Tl -0.0046 1.2929 0.2008
Cl -0.9941 5.7951 6.9462
Cl 1.7757 5.6829 2.3529
S -1.6793 -2.0555 -0.9601
P 1.8701 -2.8427 0.2164
O -1.5457 1.3238 2.4373
O -1.1158 2.6349 -1.7268
O 0.9974 2.8994 2.2292
O -2.4586 4.5219 -1.6273
N -2.8482 -2.6686 -3.3145
N -2.7362 -0.8041 -1.0170
N -0.5242 -5.0902 -2.5041
N 2.6085 -2.8172 -2.5145
N -0.4490 4.6711 -2.6563
N 1.8948 -0.8231 -1.8218
N 0.7236 4.1908 -2.9943
N 1.8004 -0.3681 1.6886
N 1.5713 -2.2585 2.9041
C 3.0575 -4.2159 -2.5696
C 0.2749 5.5649 4.6076
C -3.6465 -0.7892 -2.0179
C -0.6688 2.9387 4.0225
C 2.1940 -0.7642 -3.1564
C -1.0936 -4.0806 -2.5114
C 0.4001 3.4803 3.1564
C 1.4433 -1.1865 3.7618
C -2.8676 -3.3530 -4.6046
C 0.8095 4.9333 3.4950
C -1.4551 1.7719 3.5816
C -1.4431 3.8601 -1.9190
C -0.5843 4.8643 5.5211
C 1.6609 -0.0667 2.9992
C -1.0195 3.5794 5.2175
C 2.6247 -1.9733 -3.5668
C -3.8146 -1.7582 -3.0043
C 1.2147 -3.6361 3.2415
C 1.7312 -1.7342 1.6374
C -1.8475 -2.9461 -2.4359
C 2.1529 -2.0693 -1.4156
H -4.6635 -1.6449 -3.6507
H 2.3264 -4.8720 -3.0043
H 2.9769 -2.2774 -4.5516
H -0.7117 5.6375 -2.8573
H 0.8640 3.2589 -2.5576
H 1.5045 4.7710 -3.3326
H 0.7789 -3.6909 4.2504
H 2.1218 -4.2730 3.2219
H 0.4653 -4.0500 2.5189
H 1.7835 0.9690 3.2800
H -3.1576 -2.6326 -5.4120
H 2.1830 0.1865 -3.6611
H -1.9052 -3.8463 -4.8419
H -2.1166 1.3051 4.3546
H -3.6813 -4.1046 -4.5530
H -4.3018 0.0774 -2.0204
H 3.9614 -4.2394 -3.1918
H 1.2616 -1.2787 4.8348
H -1.5865 3.0326 5.9816
H 0.6133 6.5692 4.8574
H 3.2744 -4.6021 -1.5443
```

Values from the calculation:
- highest occupied orbital energy (spin up / spin down) (eV) = -0.63 / -0.63
- net charge = -2
- LUMO energy (spin up / spin down) (eV) = 3.744 / 3.469
- energy relative to the best compared isomer or geometry (same formula, charge and spin) (kcal per mole) = 97.4

Computed, not measured: C21H21CrN14O6Se as an isolated structure in a non-equilibrium geometry, with ωB97M-V with the def2-TZVPD basis set.

Structure (XYZ):
```
64
Properties=species:S:1:pos:R:3
Se -0.1509 -1.0475 -3.2351
Cr 0.1806 -0.5490 -0.0233
O 0.5157 -0.7915 -4.6563
O 1.4737 -3.4442 4.0470
O -1.2937 0.2768 -3.0529
O 1.1508 -5.4350 3.2922
O 0.8890 -0.9013 -1.9750
O -0.9786 -2.4250 -3.0528
N -1.2700 2.2452 0.9466
N 0.9884 -4.2125 3.2573
N -4.7172 2.5382 -2.3157
N -0.8247 -2.6515 -0.1779
N -0.8105 0.0324 1.7624
N 0.7606 1.2993 0.0317
N 2.3279 -0.9954 0.0572
N -0.7883 -3.9980 0.2507
N -3.3028 0.7498 -2.0361
N -2.4396 2.9347 -2.3835
N 0.3336 -3.6394 2.2170
N -1.5935 -0.2728 -0.7728
N 3.0895 1.1927 -0.6113
N -0.4094 -5.7959 1.6053
C 0.4374 3.5348 -0.2481
C 4.6500 -0.5299 -0.3836
C 2.5616 4.2056 -1.2374
C 2.0742 5.4931 -1.3173
C -3.4356 2.0057 -2.2351
C 2.6863 -2.2908 0.1390
C 3.2927 -0.0960 -0.2974
C -3.0165 0.3327 3.4496
C -2.0317 0.2284 -1.8192
C -2.1854 -0.8000 3.5528
C 4.9856 -1.8382 -0.2224
C 1.7320 3.2180 -0.7050
C -1.5554 1.1832 1.7055
C -1.1237 -0.8907 2.6943
C 1.9300 1.8082 -0.4683
C 3.9627 -2.7696 0.0180
C -2.7007 1.3013 2.5479
C 0.7809 5.8136 -0.8503
C -0.1301 2.3185 0.2652
C -0.0375 4.8499 -0.3026
C -0.2405 -4.4689 1.4031
H 3.5572 3.9512 -1.5792
H 5.3822 0.2318 -0.6092
H -0.8246 -2.6860 -1.2102
H -0.4624 -1.7482 2.7237
H 6.0188 -2.1553 -0.3021
H -4.8143 3.2836 -2.9868
H -3.8871 0.4402 4.0862
H -3.2860 2.2029 2.4348
H -5.4108 1.8156 -2.4235
H 4.1547 -3.8307 0.0952
H -2.6503 3.8543 -2.0318
H -2.3637 -1.5837 4.2758
H 0.1771 -6.1790 2.3352
H -1.5357 -4.5654 -0.1147
H -1.7297 -2.2534 0.0746
H -1.0212 5.0900 0.0845
H 2.6910 6.2776 -1.7394
H 1.8776 -2.9768 0.2970
H -0.5710 -6.3617 0.7900
H 0.4361 6.8390 -0.9167
H -1.5048 2.6350 -2.1469
```

Values from the calculation:
- highest occupied orbital energy (spin up / spin down) (eV) = -2.60 / -4.92
- net charge = -1
- ⟨S²⟩ = 6.05
- LUMO energy (spin up / spin down) (eV) = 2.097 / 2.091
- energy relative to the best compared isomer or geometry (same formula, charge and spin) (kcal per mole) = 26.5
- multiplicity = 5

Computed, not measured: C21H21CsN3O3STe as an isolated structure, with ωB97M-V with the def2-TZVPD basis set.

Structure (XYZ):
```
51
Properties=species:S:1:pos:R:3
Cs -0.8855 -0.8168 -1.2019
Te 0.5677 -3.7964 -2.6214
S 4.9423 -0.5585 -2.2415
O 0.1349 2.6168 -0.1900
O 1.0948 -0.1370 1.8503
O 1.2260 0.6882 -0.5476
N 2.6670 0.6293 -2.9316
N 3.0906 -1.3486 -4.0044
N 1.3654 0.5985 -3.5306
C -2.7934 0.1579 3.0619
C 1.5757 2.1277 2.4703
C 3.4874 -0.4580 -3.0712
C -3.6834 -4.6414 -1.8543
C 3.7004 3.2739 2.5714
C -4.3110 -4.4580 -3.0782
C -2.3054 -4.4742 -1.7344
C 3.4152 3.7146 3.8577
C 2.7874 2.4882 1.8864
C 1.3015 2.5632 3.7597
C -0.8108 1.2552 2.2112
C -1.5108 -4.1123 -2.8337
C 2.2144 3.3516 4.4515
C -2.8048 2.5275 2.7042
C -3.5424 -4.1063 -4.1811
C 0.6646 1.5709 0.1810
C -1.4943 2.4732 2.2600
C -3.4639 1.3684 3.1073
C 0.6288 1.1932 1.7081
C -2.1675 -3.9340 -4.0618
C -1.4737 0.1035 2.6168
H 3.6478 -2.1878 -4.0276
H -5.3816 -4.5895 -3.1723
H 2.6390 0.9987 -1.9897
H -3.3203 3.4796 2.7310
H 3.0215 2.1433 0.8865
H -1.8283 -4.6367 -0.7751
H -3.2909 -0.7507 3.3778
H -4.4888 1.4127 3.4534
H -0.9899 3.3719 1.9325
H -0.9395 -0.8367 2.5924
H -4.0176 -3.9628 -5.1450
H 1.9829 3.6818 5.4565
H 1.5923 -0.3011 1.0275
H 4.6355 3.5447 2.0980
H 4.1238 4.3345 4.3921
H -4.2675 -4.9214 -0.9850
H 0.3677 2.2867 4.2334
H 1.5001 0.8135 -4.5162
H 2.0934 -1.4863 -4.1232
H 0.8879 1.4002 -3.1304
H -1.5851 -3.6547 -4.9305
```

Values from the calculation:
- highest occupied orbital energy (eV) = -3.95
- net charge = -1
- LUMO energy (eV) = 1.824
- energy relative to the best compared isomer or geometry (same formula, charge and spin) (kcal per mole) = 0.8

Computed, not measured: C21H21CuN13 as an isolated structure in a non-equilibrium geometry, with ωB97M-V with the def2-TZVPD basis set.

Structure (XYZ):
```
56
Properties=species:S:1:pos:R:3
Cu 0.3929 -0.1052 -0.1898
N 2.5807 -1.4587 -2.3186
N 3.4023 1.8261 -2.2356
N -1.7343 -0.2135 0.1186
N 0.6505 -1.7939 -0.9858
N -0.1050 -2.8528 -0.6988
N 2.4912 1.8361 -1.2802
N -0.7418 0.7476 -2.2246
N 0.4002 -3.9119 -1.2254
N 0.7600 -0.7516 2.0786
N 3.6145 0.5772 -2.6464
N 2.0872 0.5309 -1.0400
N 1.5523 -3.5353 -1.9117
N 0.0729 1.8323 0.6430
C 0.0994 -1.6341 4.1120
C -1.4404 -1.0584 -3.5153
C 1.3795 -2.0747 4.3524
C -1.4557 -0.3444 -2.3710
C -0.2157 -1.0146 2.9430
C -0.6831 -0.5912 -4.5444
C 2.0166 -1.0794 2.2775
C 0.7149 3.9159 1.7434
C -0.0038 1.2568 -3.1641
C -1.7094 -0.6107 2.6590
C -1.5896 3.3342 1.4084
C 1.6832 -2.2504 -1.7392
C 2.3838 -1.7945 3.3997
C 0.9769 2.7224 1.0689
C -1.2255 2.1434 0.7571
C -2.2144 -0.8011 -1.1724
C -2.2331 -1.0511 1.2649
C -2.2690 1.1363 0.2643
C 0.0941 0.5595 -4.3645
C -0.6452 4.2058 1.8771
C 2.7221 -0.1505 -1.9494
H -2.2504 -1.2355 3.3817
H 2.0124 2.3273 1.0495
H 1.5397 4.5243 2.0564
H -1.9143 0.4709 2.8616
H -2.0218 -1.9806 -3.6259
H -1.8527 -2.0517 1.1134
H -0.6923 -1.9123 4.7867
H 0.5213 2.2026 -2.9204
H -3.1246 1.1234 0.9100
H -3.2176 -0.5182 -1.2669
H 3.2861 -2.3250 3.5667
H -2.6598 3.6678 1.5735
H 3.4480 -1.8003 -2.7676
H -0.9751 5.1474 2.2986
H -2.1895 -1.8661 -1.0224
H 2.6559 -0.7932 1.4691
H -2.5748 1.4469 -0.6976
H 0.6869 1.0269 -5.1399
H 1.5191 -2.6732 5.2798
H -3.3114 -1.1875 1.2406
H -0.6943 -1.1406 -5.5373
```

Values from the calculation:
- highest occupied orbital energy (spin up / spin down) (eV) = -7.72 / -7.71
- ⟨S²⟩ = 0.75
- LUMO energy (spin up / spin down) (eV) = 0.281 / -0.105
- multiplicity = 2

Computed, not measured: one molecule with the formula C21H21FN4O5S in a non-equilibrium geometry, with ωB97M-V with the def2-TZVPD basis set.

Structure (XYZ):
```
53
Properties=species:S:1:pos:R:3
S -3.9359 0.2516 -1.8629
F 2.3624 0.5273 -3.5761
O 1.5224 3.0529 0.6526
O 5.7841 0.7283 0.0802
O 2.7370 -2.8541 0.3828
O -7.0716 -0.3913 0.6034
O -5.0790 -1.6518 0.0685
N -3.3157 1.8233 1.5449
N 0.1099 1.3847 1.8092
N -2.1339 1.1926 -0.0757
N -4.0969 0.9824 0.4667
C 1.3740 1.7603 1.1526
C 2.0257 -0.6166 0.6167
C -0.6419 -0.3361 -1.3163
C 3.6843 1.1641 0.6582
C 0.6148 -0.3994 -2.2452
C 2.3170 0.7015 0.7356
C -3.4640 0.9438 -0.5344
C 1.2361 0.6257 -2.4732
C 3.0161 -1.3571 0.5227
C 0.8731 1.8736 -2.3590
C -0.9125 0.8544 -0.9868
C -5.2642 -2.0221 1.6003
C 1.3399 -3.2661 0.6706
C -6.0439 -0.6435 -0.1145
C -5.6748 0.0494 -1.6485
C 7.0760 -0.2960 -0.1984
C -2.1292 1.7701 0.9279
C 4.6190 0.0527 0.3238
C -0.9056 2.4738 1.7691
C 4.2618 -1.2257 0.2739
C -0.3197 2.1927 -1.3356
H 0.8875 -1.4801 -2.4812
H 0.9732 -0.9106 1.1883
H 3.7792 2.2358 0.7287
H -0.4904 3.2173 -1.1680
H 6.7880 -0.8591 -1.0828
H -4.4403 -2.7426 1.5980
H 7.8406 0.4706 -0.4099
H 1.3870 -4.3986 0.6699
H 0.8244 -3.0561 0.0147
H -6.0099 0.9967 -1.5884
H -6.1582 -0.5578 -2.4037
H -6.2820 -2.4253 1.5814
H 1.4639 2.7501 -2.4354
H 0.1272 0.5482 2.0437
H -4.9931 -1.2602 2.2661
H 4.9611 -2.0710 0.0628
H 7.2188 -1.1139 0.6455
H -1.2214 2.5042 2.7899
H 1.0076 -3.2330 1.6227
H -0.4242 3.3328 1.2876
H -1.2035 -1.2930 -1.0628
```

Values from the calculation:
- SMILES string = COC(=O)CSc1nnc(CNC(=O)c2cc(OC)cc(OC)c2)n1-c1ccc(F)cc1
- highest occupied orbital energy (eV) = -8.55
- LUMO energy (eV) = -0.369
- energy relative to the best compared isomer or geometry (same formula, charge and spin) (kcal per mole) = 424.3